Entry from the Open Molecules 2025 dataset: one molecule with the formula C4H8NOPS at a distorted geometry (ωB97M-V/def2-TZVPD).

Results
SMILES ... O=C1CC[C@@H]([PH2]=S)N1
Max |F| ... 3.23 eV/A
DFT total energy ... -1026.72547 hartree
Relative energy (zero: lowest compared OMol25 entry of this formula, charge and spin) ... 0.000 eV
Charge ... 0

CARTESIAN COORDINATES (ANGSTROEM)
O1 2.568 0.701 1.615
C1 1.610 0.456 0.875
C2 1.504 -0.794 -0.101
C3 0.304 -0.586 -1.169
C4 -0.429 0.625 -0.418
P1 -2.123 0.052 0.269
S1 -1.898 -1.188 1.747
N1 0.351 1.156 0.722
H1 2.442 -1.324 -0.446
H2 1.042 -1.586 0.596
H3 -0.295 -1.545 -1.103
H4 0.588 -0.357 -2.238
H5 -0.448 1.497 -1.148
H6 -2.806 -0.503 -0.874
H7 -2.743 1.234 0.778
H8 0.333 2.162 0.894

The computed Löwdin charges, all in e, follow:
1. O 0.045
2. C -0.405
3. C -0.090
4. C -0.165
5. C -0.496
6. P 0.346
7. S 0.096
8. N 0.011
9. H 0.123
10. H 0.110
11. H 0.093
12. H 0.111
13. H 0.123
14. H -0.012
15. H -0.027
16. H 0.138


Entry from the Open Molecules 2025 dataset: C21H29AgN3O2 as an isolated structure at a distorted geometry (ωB97M-V/def2-TZVPD).

Results
Max |F| ... 2.99 eV/A
DFT total energy ... -1279.30756 hartree
Relative energy (zero: lowest compared OMol25 entry of this formula, charge and spin) ... 0.546 eV
Charge ... -1

CARTESIAN COORDINATES (ANGSTROEM)
Ag1 0.226 -1.826 -0.366
C1 2.154 3.028 2.678
C2 1.162 2.933 1.512
C3 0.350 4.227 1.401
C4 1.896 2.601 0.219
C5 2.904 3.462 -0.207
C6 3.702 3.162 -1.295
C7 3.528 1.949 -1.944
C8 2.534 1.063 -1.558
C9 2.355 -0.249 -2.284
C10 1.393 -0.095 -3.464
C11 3.668 -0.896 -2.723
C12 1.658 1.415 -0.507
N1 0.610 0.542 -0.188
C13 -0.588 1.016 -0.052
C14 -1.718 0.259 0.324
C15 -3.036 0.720 0.490
C16 -3.782 -0.383 0.870
C17 -2.891 -1.481 0.915
N2 -1.657 -1.094 0.582
C18 -3.254 -2.885 1.356
C19 -4.436 -3.385 0.515
C20 -2.091 -3.860 1.201
C21 -3.672 -2.825 2.833
H1 1.623 3.176 3.622
H2 2.842 3.864 2.541
H3 2.739 2.110 2.755
H4 0.475 2.121 1.742
H5 1.003 5.074 1.178
H6 -0.170 4.435 2.340
H7 -0.394 4.159 0.607
H8 3.076 4.388 0.330
H9 4.471 3.852 -1.620
H10 4.174 1.684 -2.772
H11 1.895 -0.946 -1.579
H12 1.850 0.504 -4.258
H13 0.472 0.397 -3.145
H14 1.130 -1.080 -3.850
H15 4.095 -0.408 -3.603
H16 3.475 -1.940 -2.972
H17 4.401 -0.870 -1.914
H18 -0.780 2.075 -0.251
H19 -3.383 1.736 0.363
H20 -4.839 -0.395 1.092
H21 -4.159 -3.407 -0.540
H22 -5.301 -2.729 0.627
H23 -4.726 -4.394 0.821
H24 -1.812 -3.971 0.155
H25 -2.370 -4.843 1.592
H26 -1.211 -3.512 1.744
H27 -4.504 -2.132 2.969
H28 -2.839 -2.477 3.447
H29 -3.981 -3.812 3.191
O1 0.047 -3.011 -2.523
N3 0.237 -3.562 -1.416
O2 1.449 -3.483 -0.980

The computed Löwdin charges, all in e, follow:
1. Ag 0.841
2. C -0.069
3. C -0.383
4. C -0.069
5. C -0.143
6. C -0.064
7. C -0.093
8. C -0.048
9. C -0.138
10. C -0.398
11. C -0.061
12. C -0.074
13. C -0.165
14. N 0.029
15. C -0.121
16. C -0.337
17. C -0.065
18. C -0.072
19. C -0.286
20. N 0.037
21. C -0.557
22. C -0.057
23. C -0.078
24. C -0.059
25. H 0.074
26. H 0.068
27. H 0.084
28. H 0.115
29. H 0.071
30. H 0.075
31. H 0.068
32. H 0.101
33. H 0.092
34. H 0.103
35. H 0.058
36. H 0.076
37. H 0.076
38. H 0.064
39. H 0.066
40. H 0.078
41. H 0.082
42. H 0.125
43. H 0.090
44. H 0.087
45. H 0.089
46. H 0.070
47. H 0.077
48. H 0.057
49. H 0.079
50. H 0.071
51. H 0.072
52. H 0.085
53. H 0.075
54. O -0.198
55. N -0.427
56. O -0.276